[1]
Molecular formula: C4H3N5
Method: DFT, wB97M-V/def2-TZVPD

Computed properties:
SMILES: c1cnn2nncc2n1
LUMO energy, eV: -0.99
Energy above the lowest of the compared OMol25 structures with the same formula, charge and spin, eV: 1.502

Element x y z (Å)
C (-0.213, -1.819, -1.139)
C (-0.558, -1.945, 0.263)
C (0.655, 1.721, -0.661)
C (0.153, 0.450, -0.732)
H (-0.196, -2.576, -1.767)
H (-0.762, -2.865, 0.780)
H (1.388, 2.222, -1.470)
N (-0.516, -1.006, 1.171)
N (-0.220, 0.093, 0.625)
N (-0.025, 1.160, 1.405)
N (0.490, 2.089, 0.662)
N (0.177, -0.511, -1.567)

Taken from the Mulliken analysis, the atomic charges in e are: number 1, C, carries -0.373; number 2, C, carries -0.030; number 3, C, carries -0.314; number 4, C, carries 0.554; number 5, H, carries 0.511; number 6, H, carries 0.419; number 7, H, carries 0.297; number 8, N, carries -0.864; number 9, N, carries 1.213; number 10, N, carries -0.619; number 11, N, carries -0.261; number 12, N, carries -0.533

***

[2]
Molecular formula: C4H3N5
Method: DFT, wB97M-V/def2-TZVPD

Computed properties:
LUMO energy (alpha / beta), eV: 0.73 / -3.98
Spin multiplicity: 3
<S²>: 2.024

Element x y z (Å)
C (1.274, -0.691, -1.761)
C (-0.493, 0.888, -1.416)
C (1.757, 1.068, -0.284)
C (0.853, 0.473, -1.064)
N (1.446, -1.628, -2.389)
N (-1.557, 1.233, -1.624)
N (-0.626, -0.727, 1.073)
N (-1.466, -0.896, 1.802)
N (-2.216, -1.195, 2.666)
H (2.784, 0.574, -0.079)
H (1.445, 1.938, 0.334)
H (-3.202, -1.038, 2.742)

Taken from the Mulliken analysis, the atomic charges in e are: number 1, C, carries 0.209; number 2, C, carries 0.156; number 3, C, carries -0.989; number 4, C, carries 0.711; number 5, N, carries -0.366; number 6, N, carries -0.373; number 7, N, carries -0.305; number 8, N, carries 0.911; number 9, N, carries -0.884; number 10, H, carries 0.306; number 11, H, carries 0.345; number 12, H, carries 0.279

***

[3]
Molecular formula: C4H3N5O4
Method: DFT, wB97M-V/def2-TZVPD

Computed properties:
SMILES: Nc1nnnn1C(C(=O)[O-])C(=O)[O-]
LUMO energy, eV: 6.72
Charge: -2
Energy above the lowest of the compared OMol25 structures with the same formula, charge and spin, eV: 0.038

Element x y z (Å)
C (0.675, 0.113, 1.420)
C (-0.510, 1.316, -1.482)
C (-0.087, -1.435, -1.296)
C (-0.872, -0.111, -0.876)
N (0.547, -0.353, 2.622)
N (-0.757, -0.542, 2.867)
N (-1.449, -0.329, 1.797)
N (-0.599, 0.058, 0.847)
N (1.784, 0.680, 0.832)
O (-1.432, 1.832, -2.064)
O (-0.482, -1.881, -2.389)
O (0.638, 1.763, -1.413)
O (0.751, -1.871, -0.440)
H (-1.938, -0.335, -0.893)
H (2.352, -0.054, 0.415)
H (1.381, 1.148, 0.054)

Taken from the Mulliken analysis, the atomic charges in e are: number 1, C, carries 0.469; number 2, C, carries 0.544; number 3, C, carries 0.463; number 4, C, carries 0.087; number 5, N, carries -0.459; number 6, N, carries -0.552; number 7, N, carries -0.596; number 8, N, carries 0.592; number 9, N, carries -0.763; number 10, O, carries -0.703; number 11, O, carries -0.732; number 12, O, carries -0.794; number 13, O, carries -0.710; number 14, H, carries 0.266; number 15, H, carries 0.312; number 16, H, carries 0.577

***

[4]
Molecular formula: C4H3NO
Method: DFT, wB97M-V/def2-TZVPD

Computed properties:
SMILES: C#C[C@H](O)C#N
LUMO energy, eV: -0.08
Energy above the lowest of the compared OMol25 structures with the same formula, charge and spin, eV: 3.717

Element x y z (Å)
C (0.053, -0.509, -0.064)
C (0.742, 0.200, 1.076)
C (0.681, 1.004, 2.130)
C (-1.011, 0.251, -0.645)
H (0.830, -1.846, -1.705)
H (-0.476, -1.235, 0.581)
H (0.797, 1.455, 2.961)
N (-1.811, 0.827, -1.322)
O (1.092, -1.230, -0.945)

Taken from the Mulliken analysis, the atomic charges in e are: number 1, C, carries 0.570; number 2, C, carries -0.513; number 3, C, carries -0.264; number 4, C, carries 0.177; number 5, H, carries 0.325; number 6, H, carries 0.124; number 7, H, carries 0.490; number 8, N, carries -0.383; number 9, O, carries -0.525

***

[5]
Molecular formula: C4H3NO
Method: DFT, wB97M-V/def2-TZVPD

Computed properties:
SMILES: C#C[C@H](O)C#N
LUMO energy, eV: 0.41
Energy above the lowest of the compared OMol25 structures with the same formula, charge and spin, eV: 1.560

Element x y z (Å)
C (0.099, 0.318, 0.405)
C (0.515, -0.463, -0.766)
C (0.884, -1.058, -1.737)
C (-1.311, 0.777, 0.223)
H (-0.008, 0.072, 2.329)
H (0.733, 1.223, 0.455)
H (1.222, -1.580, -2.594)
N (-2.389, 1.175, 0.125)
O (0.253, -0.464, 1.559)

Taken from the Mulliken analysis, the atomic charges in e are: number 1, C, carries 0.252; number 2, C, carries -0.728; number 3, C, carries 0.310; number 4, C, carries 0.093; number 5, H, carries 0.338; number 6, H, carries 0.169; number 7, H, carries 0.433; number 8, N, carries -0.353; number 9, O, carries -0.513

***

[6]
Molecular formula: C4H3NO
Method: DFT, wB97M-V/def2-TZVPD

Computed properties:
LUMO energy (alpha / beta), eV: -0.35 / -0.35
Energy above the lowest of the compared OMol25 structures with the same formula, charge and spin, eV: 4.466

Element x y z (Å)
C (-0.063, 0.402, 0.031)
C (-1.775, 0.574, 0.388)
C (1.196, 0.484, -0.518)
C (1.330, -0.969, -0.133)
N (0.157, -1.076, 0.356)
O (-2.498, 0.379, -0.539)
H (-2.135, 0.730, 1.442)
H (1.689, 1.290, -0.991)
H (2.100, -1.816, -0.035)

Taken from the Mulliken analysis, the atomic charges in e are: number 1, C, carries 0.167; number 2, C, carries 0.075; number 3, C, carries -0.386; number 4, C, carries -0.040; number 5, N, carries -0.476; number 6, O, carries -0.351; number 7, H, carries 0.304; number 8, H, carries 0.375; number 9, H, carries 0.332

***

[7]
Molecular formula: C4H3NO
Method: DFT, wB97M-V/def2-TZVPD

Computed properties:
LUMO energy (alpha / beta), eV: -0.31 / 0.21
Energy above the lowest of the compared OMol25 structures with the same formula, charge and spin, eV: 4.766

Element x y z (Å)
C (0.187, 1.067, 0.047)
C (-0.898, 0.176, 0.021)
C (1.469, 0.647, -0.090)
C (0.361, -1.907, 0.151)
N (-0.684, -1.219, -0.119)
O (2.597, 0.393, -0.039)
H (0.131, 2.053, 0.226)
H (-1.789, 0.650, 0.230)
H (-1.374, -1.860, -0.427)

Taken from the Mulliken analysis, the atomic charges in e are: number 1, C, carries -0.555; number 2, C, carries -0.190; number 3, C, carries 0.418; number 4, C, carries -0.398; number 5, N, carries -0.064; number 6, O, carries -0.295; number 7, H, carries 0.390; number 8, H, carries 0.437; number 9, H, carries 0.256

***

[8]
Molecular formula: C4H3NO2
Method: DFT, wB97M-V/def2-TZVPD

Computed properties:
LUMO energy, eV: 0.36
Energy above the lowest of the compared OMol25 structures with the same formula, charge and spin, eV: 2.598

Element x y z (Å)
N (-2.021, -1.039, 1.213)
C (-1.296, -0.679, 0.311)
C (-0.606, -0.144, -0.684)
C (0.212, 1.036, -0.363)
C (2.228, 0.141, -0.457)
O (0.481, 1.396, 0.772)
O (2.988, -0.034, 0.366)
H (-1.724, -1.815, 1.799)
H (-0.740, -0.497, -1.702)
H (0.480, 1.635, -1.253)

Taken from the Mulliken analysis, the atomic charges in e are: number 1, N, carries -0.440; number 2, C, carries 0.546; number 3, C, carries -0.684; number 4, C, carries 0.078; number 5, C, carries 0.145; number 6, O, carries -0.543; number 7, O, carries -0.168; number 8, H, carries 0.298; number 9, H, carries 0.375; number 10, H, carries 0.393

***

What did the second record say?
Molecular formula: C4H3N5
Method: DFT, wB97M-V/def2-TZVPD

Computed properties:
LUMO energy (alpha / beta), eV: 0.73 / -3.98
Spin multiplicity: 3
<S²>: 2.024

Element x y z (Å)
C (1.274, -0.691, -1.761)
C (-0.493, 0.888, -1.416)
C (1.757, 1.068, -0.284)
C (0.853, 0.473, -1.064)
N (1.446, -1.628, -2.389)
N (-1.557, 1.233, -1.624)
N (-0.626, -0.727, 1.073)
N (-1.466, -0.896, 1.802)
N (-2.216, -1.195, 2.666)
H (2.784, 0.574, -0.079)
H (1.445, 1.938, 0.334)
H (-3.202, -1.038, 2.742)

Taken from the Mulliken analysis, the atomic charges in e are: number 1, C, carries 0.209; number 2, C, carries 0.156; number 3, C, carries -0.989; number 4, C, carries 0.711; number 5, N, carries -0.366; number 6, N, carries -0.373; number 7, N, carries -0.305; number 8, N, carries 0.911; number 9, N, carries -0.884; number 10, H, carries 0.306; number 11, H, carries 0.345; number 12, H, carries 0.279